#P
# H4O2

2 unconnected molecules or ions with the total composition H4O2 (ωB97M-V/def2-TZVPD, the Open Molecules 2025 dataset).

```
6
Properties=species:S:1:pos:R:3:nbo_charge:R:1
O -0.6734 1.0511 1.2828 -0.956
H -1.2712 1.6294 0.8013 0.461
H -0.3192 0.4408 0.6199 0.488
O 0.6698 -0.7409 -0.6661 -0.953
H 0.0522 -1.3016 -1.1468 0.477
H 1.5417 -1.0787 -0.8911 0.483
```

Charge: 0
E_HOMO in eV: -10.9

---

#Q
# H4O2

2 unconnected molecules or ions with the total composition H4O2 (ωB97M-V/def2-TZVPD, the Open Molecules 2025 dataset).

```
6
Properties=species:S:1:pos:R:3:nbo_charge:R:1
O 0.8199 -0.7272 1.2601 -0.954
H 0.2256 -0.0731 0.8299 0.487
H 0.2829 -1.5317 1.3656 0.465
O -0.6694 0.6897 -1.1399 -0.973
H -0.3490 0.5455 -2.0810 0.492
H -1.3636 1.3589 -1.0761 0.483
```

Charge: 0
E_HOMO in eV: -11.0

---

Name the most stable of them. #P.

---

#P
# H4O2

2 unconnected molecules or ions with the total composition H4O2 (ωB97M-V/def2-TZVPD, the Open Molecules 2025 dataset).

```
6
Properties=species:S:1:pos:R:3:nbo_charge:R:1
O 1.2110 -0.0883 -0.0831 -0.950
H 1.9590 -0.6936 0.1454 0.482
H 1.3759 0.6440 0.5304 0.477
O -1.6699 -0.1908 0.0988 -0.954
H -2.1195 0.4828 -0.4176 0.458
H -0.7564 -0.1541 -0.2740 0.488
```

Charge: 0
E_HOMO in eV: -10.9

---

#Q
# H4O2

2 unconnected molecules or ions with the total composition H4O2 (ωB97M-V/def2-TZVPD, the Open Molecules 2025 dataset).

```
6
Properties=species:S:1:pos:R:3:nbo_charge:R:1
O -1.1149 -0.1839 -0.2537 -0.936
H -1.4904 0.6997 -0.1283 0.474
H -1.6210 -0.6315 0.5080 0.478
O 1.6603 -0.2369 -0.1845 -0.951
H 1.8452 0.6302 0.1714 0.453
H 0.7207 -0.2776 -0.1130 0.482
```

Charge: 0
E_HOMO in eV: -10.9

---

#R
# H4O2

2 unconnected molecules or ions with the total composition H4O2 (ωB97M-V/def2-TZVPD, the Open Molecules 2025 dataset).

```
6
Properties=species:S:1:pos:R:3:nbo_charge:R:1
O -0.8443 0.0938 -1.1523 -0.963
H -0.9642 -0.7802 -0.8198 0.483
H -0.3914 0.2021 -1.9474 0.480
O 1.0964 0.0365 1.2984 -0.946
H 0.7322 0.8511 0.8925 0.481
H 0.3714 -0.4033 1.7286 0.464
```

Charge: 0
E_HOMO in eV: -11.2

---

#S
# H4O2

2 unconnected molecules or ions with the total composition H4O2 (ωB97M-V/def2-TZVPD, the Open Molecules 2025 dataset).

```
6
Properties=species:S:1:pos:R:3:nbo_charge:R:1
O -0.5806 1.3504 -0.0332 -0.916
H -1.1690 0.6657 -0.3251 0.454
H -0.4988 1.1804 0.9378 0.466
O 0.7180 -1.1993 -0.0847 -0.917
H -0.1718 -0.9383 0.2043 0.451
H 0.7401 -2.1163 0.1259 0.461
```

Charge: 0
E_HOMO in eV: -11.7

---

Name the most stable of them. #P.

---

#P
# H4O2

2 unconnected molecules or ions with the total composition H4O2 (ωB97M-V/def2-TZVPD, the Open Molecules 2025 dataset).

```
6
Properties=species:S:1:pos:R:3:nbo_charge:R:1
O -0.9519 1.1584 0.2545 -0.936
H -1.6875 1.7236 0.3551 0.467
H -1.0089 0.8000 -0.6502 0.469
O 1.5668 -1.1693 -0.0793 -0.950
H 0.8500 -1.4336 -0.6942 0.470
H 1.2315 -1.0789 0.8140 0.480
```

Charge: 0
E_HOMO in eV: -11.4

---

#Q
# H4O2

2 unconnected molecules or ions with the total composition H4O2 (ωB97M-V/def2-TZVPD, the Open Molecules 2025 dataset).

```
6
Properties=species:S:1:pos:R:3:nbo_charge:R:1
O -1.2637 0.9184 0.1518 -0.967
H -0.6593 0.2009 -0.1450 0.490
H -1.7148 1.2184 -0.6696 0.465
O 0.9694 -0.9269 -0.0619 -0.951
H 0.9451 -1.1049 0.9056 0.482
H 1.7232 -0.3058 -0.1810 0.482
```

Charge: 0
E_HOMO in eV: -11.0

---

Name the most stable of them. #Q.

---

#P
# H4O2

2 unconnected molecules or ions with the total composition H4O2 (ωB97M-V/def2-TZVPD, the Open Molecules 2025 dataset).

```
6
Properties=species:S:1:pos:R:3:nbo_charge:R:1
O 17.5210 10.9656 -4.7121 -0.953
H 16.9255 11.7173 -4.7789 0.482
H 18.3609 11.2768 -5.0619 0.480
O 16.6191 8.2106 -4.4913 -0.960
H 16.4495 8.2213 -3.5460 0.461
H 17.0143 9.0744 -4.6767 0.490
```

Charge: 0
E_HOMO in eV: -10.8

---

#Q
# H4O2

2 unconnected molecules or ions with the total composition H4O2 (ωB97M-V/def2-TZVPD, the Open Molecules 2025 dataset).

```
6
Properties=species:S:1:pos:R:3:nbo_charge:R:1
O -1.2122 -0.0838 -0.1884 -0.960
H -1.5344 -0.8512 0.3607 0.484
H -1.3877 0.7470 0.3709 0.485
O 1.6179 -0.1840 -0.0329 -0.956
H 0.7447 -0.3647 -0.3417 0.487
H 1.7716 0.7366 -0.1686 0.460
```

Charge: 0
E_HOMO in eV: -11.0

---

#R
# H4O2

A molecular structure, H4O2 (ωB97M-V/def2-TZVPD, the Open Molecules 2025 dataset).

```
6
Properties=species:S:1:pos:R:3:nbo_charge:R:1
H 0.2285 0.6094 -2.4874 0.487
H 0.6725 -0.7948 -1.0408 0.475
H -0.6993 -0.6788 2.0254 0.433
H 0.1052 0.6946 1.9843 0.435
O 0.9159 -0.3598 -2.2171 -0.962
O -1.2228 0.5295 1.7357 -0.867
```

Charge: 0
E_HOMO in eV: -11.1

---

Name the most stable of them. #P.

---

#P
# H4O2

2 unconnected molecules or ions with the total composition H4O2 (ωB97M-V/def2-TZVPD, the Open Molecules 2025 dataset).

```
6
Properties=species:S:1:pos:R:3:nbo_charge:R:1
O 0.5335 -1.3294 0.9067 -0.962
H -0.1818 -1.3445 1.5495 0.463
H 0.3879 -0.5022 0.4153 0.486
O -0.3817 1.0048 -0.6051 -0.950
H -0.6527 0.5340 -1.3993 0.482
H 0.2947 1.6374 -0.8670 0.481
```

Charge: 0
E_HOMO in eV: -10.9

---

#Q
# H4O2

2 unconnected molecules or ions with the total composition H4O2 (ωB97M-V/def2-TZVPD, the Open Molecules 2025 dataset).

```
6
Properties=species:S:1:pos:R:3:nbo_charge:R:1
O 0.9998 0.7730 0.2479 -0.945
H 1.5958 0.5059 0.9720 0.485
H 1.2899 0.2602 -0.5399 0.468
O -1.1162 -0.8116 -0.2668 -0.936
H -0.4259 -0.2269 -0.6275 0.464
H -1.5287 -0.2308 0.3462 0.465
```

Charge: 0
E_HOMO in eV: -11.0

---

Name the most stable of them. #P.

---

#P
# C7H12

C7H12 in the gas phase (ωB97M-V/def2-TZVPD, the Open Molecules 2025 dataset).

```
19
Properties=species:S:1:pos:R:3:nbo_charge:R:1
C 0.5229 -1.9519 -1.0657 -0.621
C 1.2628 -0.7714 -0.4831 -0.429
C 0.3986 0.1561 0.4076 -0.013
C 0.9953 0.6188 1.5401 -0.299
C -1.3957 -0.3673 0.4730 -0.196
C -0.8488 0.6536 -0.3435 -0.264
C -1.0489 2.1579 -0.2831 -0.632
H -0.0076 -2.5158 -0.2833 0.198
H -0.2966 -1.6790 -1.7351 0.219
H 1.0103 -2.7233 -1.6741 0.224
H 1.7125 -0.1992 -1.3042 0.211
H 2.1764 -1.0870 0.0475 0.190
H 2.0598 0.7606 1.6657 0.216
H 0.3549 0.8338 2.3930 0.200
H -2.0216 -1.0592 -0.1247 0.231
H -1.6041 -0.4308 1.5508 0.155
H -0.0830 2.6077 -0.0481 0.211
H -1.7616 2.4630 0.5029 0.179
H -1.4257 2.5331 -1.2359 0.219
```

Charge: 0
E_HOMO in eV: -6.7

---

#Q
# C7H12

C7H12 in the gas phase (ωB97M-V/def2-TZVPD, the Open Molecules 2025 dataset).

```
19
Properties=species:S:1:pos:R:3:nbo_charge:R:1
C 0.9296 -1.6062 1.0931 -0.629
C 0.8970 -0.6906 -0.0885 0.004
C 1.5704 -1.1611 -1.3086 -0.630
C 0.2338 0.4705 -0.1052 -0.010
C -0.1525 1.6197 -0.8877 -0.449
C -0.7687 1.4170 0.4872 -0.250
C -2.2258 0.9712 0.7166 -0.596
H 1.7109 -1.3192 1.7575 0.220
H 0.0136 -1.7739 1.5781 0.221
H 1.1731 -2.6448 0.6622 0.200
H 2.5933 -1.4237 -0.9396 0.211
H 1.0516 -2.0505 -1.7793 0.216
H 1.6056 -0.3517 -2.0628 0.220
H 0.5677 2.4181 -1.0022 0.226
H -0.8656 1.3853 -1.7394 0.212
H -0.4892 2.0446 1.3677 0.214
H -2.5911 0.4859 -0.1282 0.201
H -2.9494 1.9248 0.7599 0.204
H -2.3043 0.2845 1.6190 0.215
```

Charge: 0
E_HOMO in eV: -8.7

---

#R
# C7H12

C7H12 in the gas phase (ωB97M-V/def2-TZVPD, the Open Molecules 2025 dataset).

```
19
Properties=species:S:1:pos:R:3:nbo_charge:R:1
C -3.2720 1.4233 -1.0076 -0.642
C -1.8575 1.2394 -0.5407 -0.162
C -1.3519 0.0715 -0.1725 -0.225
C 0.0363 -0.0894 0.2494 -0.228
C 0.6344 -1.2597 0.4679 -0.159
C 2.0672 -1.4229 0.9144 -0.444
C 3.0266 -0.3889 0.3185 -0.613
H -3.6596 2.3870 -0.6675 0.213
H -3.9221 0.6078 -0.6715 0.212
H -3.3505 1.4384 -2.1062 0.217
H -1.2716 2.1517 -0.5216 0.191
H -1.9785 -0.8214 -0.1618 0.196
H 0.5732 0.8510 0.3942 0.194
H 0.0085 -2.1385 0.3307 0.193
H 2.0747 -1.3213 2.0026 0.218
H 2.3781 -2.4296 0.6499 0.209
H 2.6208 0.0606 -0.5827 0.213
H 3.2340 0.4524 0.9925 0.205
H 4.0100 -0.8113 0.1120 0.213
```

Charge: 0
E_HOMO in eV: -8.3

---

Name the most stable of them. #R.